{
  "formula": "C28H47BBaN7O6",
  "method": "ωB97M-V with the def2-TZVPD basis set",
  "elements": ["Ba", "C", "O", "C", "C", "O", "C", "C", "O", "C", "H", "H", "H", "H", "H", "H", "H", "H", "H", "H", "H", "H", "H", "H", "C", "N", "C", "C", "C", "N", "C", "C", "H", "H", "H", "H", "H", "H", "H", "H", "H", "H", "H", "H", "H", "H", "H", "H", "C", "O", "C", "C", "C", "C", "C", "C", "O", "C", "O", "C", "H", "H", "H", "H", "H", "H", "H", "H", "H", "B", "N", "C", "C", "C", "N", "N", "C", "C", "C", "N", "H", "H", "H", "H", "H", "H", "H", "H", "N", "C"],
  "xyz": [[-0.6408, -0.0599, -0.8828], [2.6302, -3.5592, 2.0737], [2.0217, -3.1902, 0.8650], [2.9098, -3.2554, -0.2281], [2.2802, -2.6090, -1.4487], [1.9593, -1.2465, -1.2350], [2.9383, -0.3227, -1.7185], [4.2612, -0.4005, -0.9884], [4.0548, -0.2481, 0.3996], [5.2504, -0.3258, 1.1265], [2.9931, -4.5949, 2.0432], [1.8808, -3.4695, 2.8579], [3.4739, -2.8983, 2.3083], [3.1471, -4.3050, -0.4672], [3.8437, -2.7497, 0.0427], [1.3564, -3.1240, -1.7180], [2.9746, -2.7134, -2.2914], [2.4985, 0.6683, -1.6219], [3.1043, -0.4950, -2.7885], [4.9062, 0.4049, -1.3695], [4.7830, -1.3485, -1.1907], [5.9447, 0.4764, 0.8451], [5.7562, -1.2885, 0.9659], [5.0017, -0.2266, 2.1817], [0.5909, -0.7509, 2.1702], [-0.3222, 0.3778, 2.2088], [0.3930, 1.5845, 2.5976], [-1.3998, 0.1758, 3.1577], [-2.3167, -0.9812, 2.8590], [-2.9445, -0.9151, 1.5532], [-3.8048, -2.0838, 1.4158], [-3.7372, 0.2945, 1.3955], [1.0165, -0.9743, 3.1638], [1.4176, -0.5361, 1.4907], [0.0923, -1.6535, 1.8104], [0.7427, 1.5223, 3.6432], [-0.2635, 2.4492, 2.4997], [1.2465, 1.7288, 1.9422], [-1.9722, 1.1038, 3.1921], [-0.9914, 0.0256, 4.1775], [-3.0811, -1.0005, 3.6628], [-1.7813, -1.9310, 2.9264], [-4.5720, -2.0911, 2.2124], [-3.2160, -2.9936, 1.4506], [-4.2991, -2.0711, 0.4502], [-4.4576, 0.4089, 2.2282], [-4.2903, 0.2375, 0.4606], [-3.1017, 1.1756, 1.3411], [4.7058, 5.0904, -0.2233], [3.5109, 5.8408, -0.2004], [2.3292, 5.1485, -0.2433], [1.1709, 5.9579, -0.2576], [-0.0471, 5.3457, -0.2999], [-0.2119, 3.9419, -0.3273], [-1.5415, 3.3837, -0.3279], [-2.7513, 4.3018, -0.3605], [-1.7731, 2.1696, -0.2892], [0.9686, 3.1098, -0.3333], [0.9620, 1.8459, -0.3726], [2.2348, 3.7848, -0.2738], [5.5186, 5.8138, -0.1967], [4.7801, 4.4913, -1.1348], [4.7777, 4.4284, 0.6446], [1.2804, 7.0320, -0.2396], [-0.9295, 5.9714, -0.3114], [-2.7813, 4.9540, 0.5135], [-3.6415, 3.6776, -0.3762], [-2.7381, 4.9395, -1.2447], [3.0998, 3.1393, -0.2744], [-3.9101, -3.2440, -2.1937], [-4.0864, -1.6940, -2.0564], [-5.2676, -1.0601, -2.0522], [-5.0423, 0.3015, -2.1649], [-3.6492, 0.3934, -2.2353], [-3.0812, -0.8121, -2.1654], [-2.4626, -3.6810, -1.9036], [-1.7524, -4.5259, -2.6686], [-0.6464, -4.9417, -1.9574], [-0.7701, -4.2663, -0.7334], [-1.8606, -3.5105, -0.7084], [-4.6851, -3.7536, -1.4097], [-4.1555, -3.5758, -3.3326], [-6.1793, -1.6287, -1.9795], [-5.7655, 1.0978, -2.1836], [-3.0398, 1.2800, -2.3095], [-2.1031, -4.7639, -3.6572], [0.1314, -5.6119, -2.2834], [-0.1058, -4.2704, 0.1122], [0.9497, 1.0431, -4.3077], [0.2810, 0.6349, -3.4511]],
  "atomic_forces_ev_per_a": [[-0.2, -0.9, 0.2], [0.0, 0.0, 0.0], [-0.1, 0.0, -0.1], [0.0, 0.0, 0.0], [0.0, 0.0, 0.1], [0.2, 0.1, 0.0], [-0.1, 0.0, -0.2], [0.0, 0.1, 0.0], [-0.1, 0.0, 0.0], [0.0, 0.0, 0.0], [0.0, 0.0, 0.0], [0.0, 0.0, 0.0], [0.0, 0.0, 0.0], [0.0, 0.0, 0.0], [0.0, 0.0, 0.0], [0.0, 0.0, 0.1], [0.0, 0.0, 0.0], [0.0, -0.1, 0.1], [0.0, 0.0, 0.0], [0.0, 0.0, 0.0], [0.0, 0.0, 0.0], [0.0, 0.0, 0.0], [0.0, 0.0, 0.0], [0.0, 0.0, 0.0], [0.0, -0.1, 0.0], [0.1, 0.0, 0.1], [0.1, 0.0, -0.1], [0.1, 0.1, 0.2], [-0.1, 0.0, 0.0], [0.0, -0.2, 0.0], [-0.1, 0.1, -0.1], [0.0, 0.0, 0.1], [0.0, 0.0, 0.0], [0.0, 0.0, 0.0], [0.0, 0.0, 0.0], [0.0, 0.0, 0.0], [0.0, 0.0, 0.0], [0.0, 0.0, 0.0], [-0.1, 0.0, 0.0], [0.0, 0.0, 0.0], [0.0, 0.0, -0.1], [0.0, 0.0, 0.0], [0.0, -0.1, 0.0], [0.1, -0.1, 0.1], [0.0, 0.0, -0.1], [0.0, 0.0, 0.0], [0.0, 0.0, 0.0], [0.0, 0.0, 0.0], [0.0, 0.0, 0.0], [-0.2, -0.1, 0.0], [0.2, 0.0, 0.0], [0.0, 0.0, 0.0], [0.0, 0.0, 0.0], [0.0, 0.0, 0.0], [0.2, 0.1, 0.0], [0.0, 0.0, 0.0], [-0.2, 0.3, 0.0], [0.0, 0.2, 0.0], [0.0, 0.1, 0.0], [0.0, 0.0, 0.0], [0.0, 0.0, 0.0], [0.0, 0.0, 0.0], [0.0, 0.0, 0.0], [0.0, 0.0, 0.0], [0.0, 0.0, 0.0], [0.0, 0.0, 0.0], [0.0, 0.0, 0.0], [0.0, 0.0, 0.0], [0.1, 0.0, 0.0], [-0.2, 0.1, 0.0], [0.1, 0.0, -0.1], [0.0, 0.0, 0.0], [0.1, -0.1, 0.0], [-0.1, 0.0, 0.0], [-0.1, 0.2, -0.1], [0.1, -0.1, 0.2], [-0.1, 0.0, 0.0], [0.1, 0.0, 0.0], [0.0, 0.0, -0.1], [0.0, 0.1, 0.0], [0.0, -0.1, 0.0], [0.0, 0.0, -0.1], [-0.1, 0.0, 0.0], [0.0, 0.0, 0.0], [0.0, 0.0, -0.1], [0.0, -0.1, 0.0], [0.0, 0.0, 0.0], [0.1, 0.0, 0.1], [0.2, 0.1, -0.3], [-0.1, 0.0, 0.1]],
  "homo_ev": -5.19,
  "homo_lumo_gap_ev": 7.27,
  "relative_energy_kcal_mol": 17.63,
  "largest_force_ev_per_a": 0.95,
  "charge": -1
}